Density functional theory data (wB97M-V/def2-TZVPD) for 2 unconnected molecules or ions with the total composition C4H12 in a non-equilibrium geometry.

Results
- E_HOMO (eV) = -11.55
- relative energy (zero: lowest compared OMol25 entry of this formula, charge and spin) (kJ/mol) = 52.3
- SMILES string = CC.CC
- LUMO level (Ha) = 0.0431

Atoms and positions in Å:
C (-1.317897, 0.334005, -1.561107)
C (-2.258364, -0.390442, -0.595138)
H (-1.853264, 1.225232, -1.889527)
H (-0.439845, 0.679049, -1.006816)
H (-0.871186, -0.079506, -2.464287)
H (-2.576985, 0.271998, 0.204529)
H (-1.867542, -1.267517, -0.082067)
H (-3.113776, -0.682792, -1.208614)
C (2.100600, -0.649617, 0.838529)
C (1.454525, 0.689264, 1.333845)
H (1.562435, -1.154500, 0.044107)
H (3.162831, -0.515331, 0.650153)
H (2.164104, -1.340289, 1.692186)
H (2.320123, 1.338795, 1.415807)
H (0.866278, 0.527551, 2.227261)
H (0.817112, 1.035053, 0.527738)

Cartesian forces (eV/Å) of the 6 atoms listed first:
C 0.7256 1.1589 0.8739
C -0.0496 -0.5430 -0.9951
H 0.1326 0.1591 -0.0763
H -0.0938 0.2069 -0.0423
H -0.6079 -0.9408 0.1118
H -0.1215 0.2853 -0.1502